Record 1
Here is a single C2H5N3O molecule in a non-equilibrium geometry from the OMol25 dataset. Energies are from wB97M-V/def2-TZVPD.

Results
Gap between HOMO and LUMO ... 10.3 eV
Highest occupied orbital energy ... -9.726 eV
Net charge ... 0
Strongest force on any atom ... 5.02 eV/Å
LUMO energy ... 0.5948 eV

The geometry in XYZ format:
```
11
Properties=species:S:1:pos:R:3:nbo_charge:R:1
H 0.42267 1.74890 0.91480 0.332
N 1.16407 1.26333 0.29759 -0.713
C 0.84324 0.01917 0.19024 0.346
N 1.77762 -0.66884 -0.42995 -0.785
C -0.40518 -0.67436 0.60976 -0.119
N -1.63339 -0.59407 0.10658 -0.005
O -1.87445 0.52784 -0.50743 -0.519
H 2.47667 -0.03727 -0.90484 0.406
H 1.62156 -1.46827 -1.00211 0.389
H -0.22112 -1.65353 1.15571 0.207
H -1.09060 1.11575 -0.72366 0.460
```

=====

Record 2
Here is a single C2H5N3O molecule in a non-equilibrium geometry from the OMol25 dataset. Energies are from wB97M-V/def2-TZVPD.

Results
Gap between HOMO and LUMO ... 10.2 eV
Highest occupied orbital energy ... -9.497 eV
Net charge ... 0
Strongest force on any atom ... 6.64 eV/Å
LUMO energy ... 0.7294 eV

The geometry in XYZ format:
```
11
Properties=species:S:1:pos:R:3:nbo_charge:R:1
C 2.10154 0.44974 -0.02071 -0.119
N 1.53600 -0.73647 0.13464 -0.241
N 0.12996 -0.77636 -0.23522 -0.484
C -0.71493 0.26002 -0.03196 0.767
N -2.05205 -0.17663 0.11239 -0.886
O -0.23489 1.39543 -0.06761 -0.652
H 1.47818 1.19894 -0.26049 0.224
H 3.16493 0.41890 0.32632 0.192
H -0.33196 -1.59572 -0.03602 0.364
H -2.75543 0.65468 0.32815 0.429
H -2.32136 -1.09252 -0.24950 0.406
```

=====

Record 3
Here is a single C2H5N3O molecule in a non-equilibrium geometry from the OMol25 dataset. Energies are from wB97M-V/def2-TZVPD.

Results
Gap between HOMO and LUMO (alpha / beta) ... 8.4 / 8.4 eV
Highest occupied orbital energy (alpha / beta) ... -8.207 / -8.208 eV
Net charge ... 0
Strongest force on any atom ... 1.68 eV/Å
LUMO energy (alpha / beta) ... 0.1442 / 0.1436 eV

The geometry in XYZ format:
```
11
Properties=species:S:1:pos:R:3:nbo_charge:R:1
N 0.14395 1.18512 -1.39592 -0.771
C 0.77737 0.26670 -0.63331 0.087
C 0.17520 -0.41940 0.38866 0.104
N -1.18385 -0.29329 0.70235 -0.859
N 0.96944 -1.32509 1.02683 0.055
O 0.43922 -1.98735 1.94740 -0.415
H 0.58573 1.52455 -2.23263 0.401
H -0.86356 1.18533 -1.37512 0.400
H 1.82965 0.10727 -0.80493 0.222
H -1.49831 0.65159 0.87493 0.371
H -1.37488 -0.89538 1.50171 0.405
```

=====

Record 4
Here is 2 unconnected molecules or ions with the total composition C2H5N3O2 in a non-equilibrium geometry from the OMol25 dataset. Energies are from wB97M-V/def2-TZVPD.

Results
Gap between HOMO and LUMO ... 8.8 eV
Highest occupied orbital energy ... -8.043 eV
Net charge ... 0
Strongest force on any atom ... 2.30 eV/Å
LUMO energy ... 0.7694 eV

The geometry in XYZ format:
```
12
Properties=species:S:1:pos:R:3:nbo_charge:R:1
N -0.70498 0.45326 1.84182 -0.860
C -0.03037 -0.24327 0.83497 0.181
N -0.21109 0.00468 -0.39450 -0.314
N -1.08709 0.90472 -0.93865 -0.684
H -0.61857 0.03134 2.76490 0.376
H -1.66151 0.80948 1.75487 0.379
H 0.61531 -1.01495 1.27901 0.182
H -0.88136 1.04950 -1.94265 0.382
H -1.69328 1.59039 -0.51030 0.361
O 1.87366 -2.31413 -1.64936 -0.526
C 2.04563 -1.18619 -1.54119 1.037
O 2.35365 -0.08484 -1.49891 -0.515
```

=====

Record 5
Here is a single C2H5N3O2 molecule in a non-equilibrium geometry from the OMol25 dataset. Energies are from wB97M-V/def2-TZVPD.

Results
Gap between HOMO and LUMO ... 8.9 eV
Highest occupied orbital energy ... -8.644 eV
Net charge ... 0
Strongest force on any atom ... 9.93 eV/Å
LUMO energy ... 0.2317 eV

The geometry in XYZ format:
```
12
Properties=species:S:1:pos:R:3:nbo_charge:R:1
N 0.56852 -0.20117 2.19045 -0.683
N -0.66064 0.30712 1.75409 -0.312
C -0.72751 0.50232 0.50785 0.183
N 0.07999 0.53855 -0.43518 -0.316
O -0.47032 0.42034 -1.66750 -0.299
C -0.05911 -0.62248 -2.32751 0.606
O 1.11229 -1.19934 -2.06119 -0.607
H 0.40020 -0.27244 3.08088 0.344
H 1.42145 0.46625 2.15097 0.328
H -1.78534 0.67971 0.35685 0.197
H 0.79637 -0.11025 -0.42736 0.403
H -0.67589 -0.50861 -3.12234 0.156
```

=====

Record 6
Here is a molecular structure, C2H5N3O2 in a non-equilibrium geometry from the OMol25 dataset. Energies are from wB97M-V/def2-TZVPD.

Results
Gap between HOMO and LUMO ... 8.8 eV
Highest occupied orbital energy ... -8.538 eV
Net charge ... 0
Strongest force on any atom ... 4.55 eV/Å
LUMO energy ... 0.2642 eV

The geometry in XYZ format:
```
12
Properties=species:S:1:pos:R:3:nbo_charge:R:1
C 1.13245 0.27693 -0.10289 -0.287
C 0.38422 -1.03023 0.19390 -0.249
N 0.28963 1.36898 0.32684 -0.454
N -1.03960 -0.68934 -0.08406 0.220
N -1.30068 0.57841 -0.05743 0.370
O -1.90103 -1.57585 -0.12386 -0.492
O -2.30625 1.22633 -0.14310 -0.367
H 1.88603 0.36094 0.62007 0.223
H 1.40700 0.52465 -1.15327 0.199
H 0.64570 -1.96998 -0.43575 0.253
H 0.48255 -1.21277 1.26588 0.227
H 0.31998 2.14195 -0.30634 0.359
```

=====

Record 7
Here is a single C2H5N3O2 molecule in a non-equilibrium geometry from the OMol25 dataset. Energies are from wB97M-V/def2-TZVPD.

Results
Gap between HOMO and LUMO (alpha / beta) ... 7.3 / 8.2 eV
Highest occupied orbital energy (alpha / beta) ... -6.363 / -9.640 eV
Net charge ... 0
Strongest force on any atom ... 4.77 eV/Å
Spin multiplicity ... 3
LUMO energy (alpha / beta) ... 0.8997 / -1.4108 eV

The geometry in XYZ format:
```
12
Properties=species:S:1:pos:R:3:nbo_charge:R:1
C -0.24268 -0.73581 0.10890 0.463
C 0.73092 0.36946 0.00652 -0.090
N 0.12123 -1.83080 -0.47934 -0.734
N -1.78009 0.85942 1.25380 0.125
N 1.44415 0.45960 -1.17011 -0.778
O -1.31074 -0.53476 0.85818 -0.434
O -0.87157 1.72909 1.12687 -0.252
H 1.24449 0.88546 0.83117 0.204
H -0.37282 -2.60487 -0.32066 0.343
H -2.57879 0.90244 0.65229 0.364
H 1.18991 -0.28965 -1.77850 0.403
H 2.42599 0.79042 -1.08912 0.387
```

=====

Record 8
Here is 2 unconnected molecules or ions with the total composition C2H5N3O2S in a non-equilibrium geometry from the OMol25 dataset. Energies are from wB97M-V/def2-TZVPD.

Results
Gap between HOMO and LUMO ... 10.3 eV
Highest occupied orbital energy ... -9.976 eV
Net charge ... 0
Strongest force on any atom ... 3.53 eV/Å
LUMO energy ... 0.3700 eV

The geometry in XYZ format:
```
13
Properties=species:S:1:pos:R:3:nbo_charge:R:1
C 0.91968 -0.44046 -2.23253 0.227
C -0.52171 -0.19004 -2.34671 0.049
N 2.03546 -0.57297 -2.01624 -0.299
N -0.92279 0.88221 -2.82730 -0.522
N 0.81563 -1.29154 1.29124 -1.073
O -1.04754 -0.12410 0.12333 -0.941
O -0.24045 1.04303 2.25974 -0.911
S 0.19208 0.23241 0.78840 1.641
H -1.12438 -0.97867 -2.15490 0.189
H -1.87413 0.88220 -2.85447 0.338
H 0.48883 1.37843 2.81661 0.499
H 1.77600 -1.53816 1.07619 0.404
H 0.23439 -2.08459 1.03580 0.397
```

=====

Record 9
Here is a molecular structure, C2H5N3O3S in a non-equilibrium geometry from the OMol25 dataset. Energies are from wB97M-V/def2-TZVPD.

Results
Gap between HOMO and LUMO (alpha / beta) ... 6.0 / 6.6 eV
Highest occupied orbital energy (alpha / beta) ... -5.482 / -9.867 eV
Net charge ... 0
Strongest force on any atom ... 3.64 eV/Å
Spin multiplicity ... 3
LUMO energy (alpha / beta) ... 0.5391 / -3.2493 eV

The geometry in XYZ format:
```
14
Properties=species:S:1:pos:R:3:nbo_charge:R:1
C -2.29685 0.06148 0.30090 0.802
C 0.81070 0.88503 -0.17120 0.401
N 1.14188 -1.54955 0.95607 -0.799
N -2.53183 0.17960 -0.88249 -0.730
N 1.85330 0.96291 0.67360 -0.839
O -2.25943 0.11025 1.47045 -0.519
O 0.22138 1.55048 -0.97589 -0.647
O -0.21319 -1.08160 -1.40944 -0.882
S -0.00474 -0.72879 0.19012 1.067
H 0.57403 -2.32409 1.48274 0.379
H -1.99742 0.48765 -1.65848 0.436
H 0.03794 -0.30110 -1.89631 0.488
H 2.43961 1.70413 0.80466 0.396
H 2.22460 0.04360 1.11528 0.445
```

=====

Record 10
Here is a single C2H5N3OS2 molecule in a non-equilibrium geometry from the OMol25 dataset. Energies are from wB97M-V/def2-TZVPD.

Results
Gap between HOMO and LUMO ... 9.3 eV
Highest occupied orbital energy ... -9.000 eV
Net charge ... 0
Strongest force on any atom ... 1.43 eV/Å
LUMO energy ... 0.3423 eV

The geometry in XYZ format:
```
13
Properties=species:S:1:pos:R:3:nbo_charge:R:1
O 2.22689 1.67647 -1.65701 -0.524
N 1.34343 1.22502 -0.73182 -0.278
C 0.75217 0.05476 -0.87021 0.256
S 1.08426 -1.02343 -2.12533 -0.236
N -0.22975 -0.14298 0.12425 -0.642
C -0.16702 0.34365 1.41863 0.223
N -1.07012 0.23350 2.30630 -0.571
S -2.44375 -0.66712 1.85793 0.123
H 2.11289 1.06182 -2.41572 0.491
H 0.89695 1.95364 -0.22909 0.392
H -0.76857 -0.98537 0.05598 0.429
H 0.68318 0.92046 1.77026 0.195
H -2.80356 -0.91279 3.17135 0.142
```